ORCA calculation (ωB97M-V/def2-TZVPD) on a molecular structure, C42H38Cl2NO6RuSSb2.

Properties
Orbital gap (spin up / spin down) (Eh): 0.2202 / 0.2103
Multiplicity: 5
Relative energy (zero: lowest compared OMol25 entry of this formula, charge and spin) (kJ/mol): 237.1
Total charge: -1
Expectation value of S²: 6.06
E_HOMO (spin up / spin down) (eV): -4.666 / -4.808

CARTESIAN COORDINATES (ANGSTROEM)
Ru 0.8666 1.3043 1.1417
C -2.2008 -0.6928 2.5309
C -2.6635 0.7495 2.5669
C -1.6580 1.7613 2.0371
Sb -1.6429 1.7695 -0.1578
C 0.5130 4.3887 0.6338
C 0.4220 4.6757 -0.7349
C -0.3409 5.7319 -1.1977
C -1.0446 6.5327 -0.3067
C -0.9980 6.2401 1.0477
C -0.2293 5.1848 1.5119
C -3.6679 2.6022 -0.0560
C -4.7101 1.9753 -0.7315
C -6.0100 2.4467 -0.6174
C -6.2801 3.5604 0.1637
C -5.2409 4.2103 0.8150
C -3.9436 3.7340 0.7042
Sb -1.6673 -1.9837 0.7919
C -1.5736 -1.3380 -1.3570
C -2.6487 -1.6133 -2.1990
C -2.5652 -1.3550 -3.5622
C -1.4005 -0.8397 -4.1087
C -0.3131 -0.5945 -3.2832
C -0.3955 -0.8471 -1.9211
C -3.8687 -2.4109 0.5137
C -4.8436 -1.4170 0.5122
C -6.1795 -1.7217 0.2826
C -6.5598 -3.0361 0.0489
C -5.5973 -4.0354 0.0323
C -4.2645 -3.7195 0.2650
H -2.9368 -1.3282 3.0308
H -1.2750 -0.7679 3.0848
H -2.8547 0.9751 3.6251
H -3.6131 0.8820 2.0385
H -0.6278 1.5440 2.4126
H -1.8997 2.7690 2.3760
H 0.9964 4.0765 -1.4322
H -0.3668 5.9509 -2.2580
H -1.6229 7.3723 -0.6700
H -1.5377 6.8628 1.7510
H -0.1627 4.9872 2.5760
H -4.4987 1.1065 -1.3444
H -6.8142 1.9362 -1.1322
H -7.2943 3.9254 0.2618
H -5.4429 5.0878 1.4167
H -3.1352 4.2578 1.2017
H -3.5600 -2.0262 -1.7920
H -3.4176 -1.5626 -4.1981
H -1.3343 -0.6439 -5.1717
H 0.6106 -0.2075 -3.6952
H 0.4655 -0.6385 -1.2991
H -4.5553 -0.3836 0.6678
H -6.9223 -0.9314 0.2821
H -7.6002 -3.2798 -0.1282
H -5.8845 -5.0619 -0.1634
H -3.5089 -4.4980 0.2424
C 1.4342 3.3450 1.1236
H 1.6960 3.5042 2.1761
H 2.3444 3.3403 0.5200
O 0.8142 0.0360 3.0978
S 1.0868 -1.1691 2.2733
O 0.3676 -2.3303 2.7605
O 0.5024 -0.8350 0.8734
O 2.4976 -1.4347 2.1105
Cl 2.0982 -4.6176 -0.5243
C 3.4791 -4.4762 -1.5633
C 3.5838 -5.3183 -2.6515
C 4.6711 -5.2368 -3.5025
C 5.6408 -4.2811 -3.2717
C 5.5305 -3.4273 -2.1906
Cl 6.7326 -2.1785 -2.0358
C 4.4572 -3.5001 -1.2707
N 4.3171 -2.6136 -0.2329
C 5.3881 -2.0554 0.5012
C 6.2981 -2.9113 1.1139
C 7.2955 -2.4203 1.9354
C 7.3774 -1.0623 2.1740
C 6.5075 -0.1981 1.5330
C 5.5127 -0.6633 0.6799
C 4.7009 0.3308 -0.1143
C 3.3257 0.7912 0.4304
O 3.2196 1.1886 1.6018
O 2.3590 0.9035 -0.3977
H 2.8062 -6.0491 -2.8203
H 4.7614 -5.9058 -4.3461
H 6.4796 -4.1735 -3.9444
H 3.4539 -2.5812 0.3170
H 6.2163 -3.9761 0.9345
H 7.9983 -3.0971 2.4048
H 8.1264 -0.6699 2.8501
H 6.5927 0.8678 1.7066
H 4.5596 -0.0560 -1.1235
H 5.2672 1.2639 -0.1768

***

ORCA calculation (ωB97M-V/def2-TZVPD) on a molecular structure, C22H53MnNO5Si4Te2.

Properties
Orbital gap (spin up / spin down) (Eh): 0.2157 / 0.2978
Multiplicity: 5
Total charge: +1
Expectation value of S²: 6.14
E_HOMO (spin up / spin down) (eV): -10.663 / -11.463

CARTESIAN COORDINATES (ANGSTROEM)
Mn -0.7818 -0.0512 -0.3458
O 0.0266 2.3857 -0.9711
C 1.3452 2.2182 -1.4738
C 2.1867 1.3822 -0.5042
N 1.5187 0.1055 -0.2284
C 1.6313 -0.2758 1.1810
C 0.5276 0.4716 1.9945
O 0.7455 0.8950 3.1036
O -0.5995 0.5602 1.3652
C 1.8543 -0.9708 -1.1691
C 0.5060 -1.6785 -1.4226
O 0.3092 -2.8373 -1.0783
O -0.3914 -0.9098 -1.9166
H 0.0638 2.9499 -0.1850
H 1.8206 3.1901 -1.6372
H 1.2321 1.7092 -2.4342
H 2.2819 1.9344 0.4363
H 3.1903 1.2314 -0.9164
H 2.6143 -0.0517 1.6110
H 1.4531 -1.3505 1.2942
H 2.5871 -1.6761 -0.7667
H 2.2170 -0.5514 -2.1107
C -2.8154 4.8646 -1.8088
Si -2.9176 4.7341 0.0937
C -4.4851 5.6487 0.6694
C -1.3588 5.5086 0.8806
C -3.0055 2.8730 0.6121
Te -2.7870 1.6120 -1.1296
C -4.6723 0.5784 -1.0070
Si -4.8850 -0.0888 -2.8043
C -3.1879 -0.6855 -3.4308
C -5.4402 1.4308 -3.8075
C -6.1497 -1.5092 -2.9034
H -2.7985 5.9028 -2.1256
H -3.6781 4.3910 -2.2724
H -1.9213 4.3817 -2.2015
H -4.3958 6.7044 0.4339
H -4.6383 5.5697 1.7411
H -5.3806 5.2821 0.1769
H -1.2360 6.5293 0.5311
H -0.4420 4.9762 0.6410
H -1.4430 5.5466 1.9625
H -3.9594 2.6313 1.0763
H -2.2153 2.6039 1.3106
H -5.4507 1.2969 -0.7658
H -4.6478 -0.1790 -0.2266
H -2.5788 0.1573 -3.7542
H -3.2775 -1.3575 -4.2779
H -2.6249 -1.2108 -2.6628
H -4.7358 2.2515 -3.6910
H -6.4149 1.7878 -3.4906
H -5.5091 1.2010 -4.8652
H -5.8543 -2.3893 -2.3417
H -6.2641 -1.8100 -3.9389
H -7.1253 -1.2024 -2.5467
C -5.0146 -5.4563 -1.1913
Si -3.2887 -4.6547 -1.0814
C -2.6155 -4.2448 -2.8122
C -2.0672 -5.7282 -0.0978
C -3.5688 -2.9908 -0.1346
Te -1.7350 -2.2829 0.7217
C -2.6157 -1.6050 2.5560
Si -1.8083 -2.6819 3.9302
C -2.4952 -4.4386 3.6757
C 0.0811 -2.6747 3.6619
C -2.1754 -1.9938 5.6614
H -4.9849 -6.3168 -1.8497
H -5.7584 -4.7729 -1.5893
H -5.3707 -5.8006 -0.2257
H -2.3462 -5.1562 -3.3374
H -1.7233 -3.6272 -2.7521
H -3.3477 -3.7245 -3.4226
H -1.7579 -6.5946 -0.6722
H -2.4961 -6.0977 0.8286
H -1.1696 -5.1588 0.1393
H -4.2606 -3.1190 0.6946
H -3.9605 -2.2341 -0.8120
H -3.6941 -1.7121 2.5213
H -2.3730 -0.5536 2.6891
H -2.3231 -4.7790 2.6582
H -3.5627 -4.4812 3.8657
H -2.0207 -5.1439 4.3493
H 0.3441 -3.0453 2.6693
H 0.5773 -3.3150 4.3846
H 0.4910 -1.6751 3.7853
H -3.2382 -1.9271 5.8655
H -1.7450 -1.0074 5.8040
H -1.7405 -2.6502 6.4077

***

ORCA calculation (ωB97M-V/def2-TZVPD) on 13 unconnected molecules or ions with the total composition C44H61F27O34S4.

Properties
Orbital gap (Eh): 0.4122
Multiplicity: 1
E_HOMO (eV): -10.973

CARTESIAN COORDINATES (ANGSTROEM)
C -0.6314 -4.0420 -3.7547
C -0.7046 -4.8057 -5.0707
O -1.0878 -3.9878 -6.1699
C -0.1741 -3.2914 -6.8020
O 0.9752 -3.2019 -6.4836
C -0.6749 -2.6213 -8.0927
F -1.8709 -3.0163 -8.4906
F -0.5985 -1.3012 -7.9704
F 0.1551 -2.9816 -9.0932
H -1.6716 -3.8119 -3.5168
H 0.0207 -3.1742 -3.8289
H -0.2915 -4.6821 -2.9448
H -1.4663 -5.5774 -4.9856
H 0.2336 -5.3375 -5.2381
C -1.4372 -0.1262 -5.0076
C -2.6445 -0.6056 -4.2332
O -3.1461 -1.7935 -4.8470
C -4.1354 -2.4892 -4.3160
O -4.6295 -2.3776 -3.2458
C -4.5621 -3.5981 -5.3290
F -4.2450 -4.8249 -4.9272
F -5.9011 -3.5381 -5.4377
F -4.0554 -3.3585 -6.5318
H -0.6316 -0.8623 -4.9938
H -1.1406 0.8443 -4.6096
H -1.6632 0.0653 -6.0589
H -3.4276 0.1532 -4.2615
H -2.3454 -0.7670 -3.1971
C 2.0971 -1.4829 4.1719
C 2.3128 -1.5893 5.6717
O 1.5369 -2.6114 6.3375
C 0.3593 -2.2595 6.7837
O -0.2484 -1.2817 6.4595
C -0.1792 -3.2837 7.8003
F -1.4941 -3.1849 7.9070
F 0.1790 -4.5270 7.5111
F 0.3538 -2.9708 9.0066
H 1.0553 -1.5872 3.8935
H 2.7004 -2.2524 3.6957
H 2.4204 -0.4749 3.9110
H 2.0930 -0.6742 6.2178
H 3.3562 -1.8134 5.8866
C 1.1600 -0.6980 -1.8377
C -0.1268 -0.9471 -1.0841
O -0.6276 0.2993 -0.5806
C -0.5959 0.5051 0.7150
O -0.1318 -0.1831 1.5759
C -1.0448 1.9387 1.0569
F 0.0008 2.5876 1.6087
F -1.5822 2.6532 0.0826
F -1.9394 1.8990 2.0633
H 0.9058 0.1341 -2.5076
H 1.4565 -1.5917 -2.3780
H 1.9599 -0.3107 -1.2144
H 0.0139 -1.6590 -0.2768
H -0.8185 -1.3644 -1.8137
C 0.7014 6.4696 -0.7994
C 0.0461 5.6745 0.3066
O -1.4048 5.8182 0.1882
C -1.9818 6.7654 0.9192
O -1.5550 7.2126 1.9433
C -3.4105 7.0670 0.4492
F -3.3925 8.2794 -0.1643
F -3.8643 6.1951 -0.4469
F -4.2453 7.1371 1.4742
H 1.7248 6.7126 -0.4970
H 0.2168 7.4298 -0.9734
H 0.7656 5.9159 -1.7350
H 0.3753 5.9172 1.3129
H 0.1183 4.5970 0.1798
C -4.2405 2.7554 5.9412
C -2.9933 2.6509 6.8364
O -1.9384 2.0662 6.0407
C -0.7108 2.4798 6.3463
O -0.4089 3.0762 7.3331
C 0.3204 2.1295 5.2567
F 1.3210 1.4209 5.7706
F -0.2202 1.4631 4.2464
F 0.8383 3.2767 4.7804
H -4.6861 3.7465 6.0580
H -4.9756 2.0025 6.2287
H -4.0602 2.6570 4.8715
H -3.2233 2.0321 7.6982
H -2.6993 3.6538 7.1264
C 4.1340 -2.1956 -0.2740
C 4.5586 -2.1948 1.1884
O 3.9530 -3.3005 1.8856
C 4.4852 -4.4806 1.7294
O 5.5012 -4.7233 1.1435
C 3.7633 -5.6062 2.4894
F 2.5423 -5.2870 2.9178
F 3.6842 -6.6923 1.7113
F 4.5156 -5.9246 3.5565
H 3.1523 -1.7578 -0.4334
H 4.0734 -3.2224 -0.6343
H 4.7900 -1.5983 -0.9043
H 4.1182 -1.3144 1.6432
H 5.6389 -2.2518 1.2870
C -0.4690 3.1232 -2.7210
C 0.8769 2.9963 -3.3930
O 1.3585 4.3422 -3.6951
C 2.5432 4.4047 -4.2498
O 3.2304 3.4837 -4.5911
C 3.0214 5.8556 -4.5302
F 2.0092 6.7188 -4.4113
F 3.9838 6.2149 -3.6715
F 3.5187 5.9233 -5.7605
H -0.4132 3.8085 -1.8811
H -0.7957 2.1269 -2.4224
H -1.2263 3.4764 -3.4292
H 0.9427 2.3603 -4.2701
H 1.5479 2.6550 -2.5982
C 5.5664 5.5415 -0.8878
C 4.3657 4.6519 -1.0221
O 4.4290 3.6152 -0.0341
C 3.4219 2.7764 0.0310
O 2.3658 2.8495 -0.5325
C 3.7867 1.5671 0.9243
F 4.1097 1.9832 2.1458
F 2.7910 0.7047 0.9920
F 4.8698 0.9639 0.4100
H 5.5760 6.2757 -1.6927
H 6.5200 5.0159 -0.9474
H 5.5673 6.0858 0.0579
H 4.2521 4.2960 -2.0498
H 3.4250 5.1957 -0.8770
C 2.7163 -0.5501 -6.2974
C 3.7962 0.5325 -6.2957
O 4.6318 0.2865 -5.1817
S 4.0426 -0.8292 -4.1836
O 3.9485 -0.2503 -2.8938
O 4.7389 -2.0539 -4.3383
O 2.6286 -0.9217 -4.9256
H 2.9658 -1.4314 -6.8877
H 1.7618 -0.1263 -6.5932
H 3.2640 1.4809 -6.1536
H 4.3700 0.7044 -7.2032
C -6.6691 2.7502 3.4697
C -7.1301 1.3706 3.8777
O -6.7847 0.5684 2.7277
S -5.4266 1.0496 2.0703
O -5.5330 1.0865 0.6635
O -4.3333 0.4051 2.7051
O -5.5089 2.5537 2.6590
H -6.3345 3.4515 4.2329
H -7.4262 3.2964 2.9013
H -8.2020 1.3222 4.0410
H -6.5967 0.8740 4.6893
C -2.8324 -2.5891 2.5912
C -1.6422 -2.3863 3.5933
O -1.4366 -3.6841 4.1548
S -2.8018 -4.4903 4.2021
O -3.6795 -4.0105 5.2069
O -2.4955 -5.8667 4.1156
O -3.3028 -3.9164 2.7926
H -2.5374 -2.4050 1.5611
H -3.5887 -1.8479 2.8425
H -2.0094 -1.7270 4.3756
H -0.7339 -2.1274 3.0694
C -0.6323 -6.1918 1.6893
C 0.1362 -6.9124 0.5964
O 0.0973 -5.9803 -0.5003
S 0.0122 -4.4805 0.0439
O -1.1706 -3.7966 -0.3323
O 1.2681 -3.8530 -0.1681
O -0.0926 -4.8557 1.5915
H -0.4349 -6.5978 2.6749
H -1.7015 -6.1029 1.4955
H -0.4103 -7.8039 0.2947
H 1.1460 -7.1682 0.9093